{"formula": "C7H8N2O2", "method": "the ωB97M-V functional and the def2-TZVPD basis", "species": ["C", "C", "C", "C", "C", "C", "C", "H", "H", "H", "H", "H", "H", "H", "H", "N", "N", "O", "O"], "xyz": [[1.60997, 1.49964, 1.47946], [1.41411, -0.46812, -0.17689], [-0.11137, -0.61111, -0.37619], [-0.80993, -1.50579, -1.18363], [-2.20433, -1.32665, -1.21431], [-2.88554, -0.46830, -0.44337], [-2.13854, 0.44768, 0.27128], [2.42818, 1.42267, 2.49290], [1.87690, 2.51355, 1.29412], [0.46957, 1.24832, 1.85569], [3.40663, 0.24359, -0.30491], [-0.39956, -2.44707, -1.76581], [-2.78037, -2.17082, -1.71282], [-3.95139, -0.48535, -0.78950], [-2.61937, 1.09308, 0.86831], [1.96552, 0.57274, 0.55449], [-0.78823, 0.40651, 0.12899], [3.31546, 1.07007, 0.13158], [2.20228, -1.03464, -1.10939]], "mulliken_charge": [-0.75, 0.18, 0.59, -0.24, -0.15, -0.35, -0.40, 0.21, 0.29, 0.27, 0.34, 0.28, 0.27, 0.30, 0.48, 0.23, -0.40, -0.42, -0.75], "lumo_energy_ev": -0.2, "homo_lumo_gap_ev": 9.00, "charge": 0, "spin_multiplicity": 1, "smiles": "CN(O)C(=O)c1ccccn1"}



{"formula": "C7H8N2O2", "method": "the ωB97M-V functional and the def2-TZVPD basis", "species": ["C", "C", "C", "C", "C", "C", "C", "N", "N", "O", "O", "H", "H", "H", "H", "H", "H", "H", "H"], "xyz": [[-2.42621, 0.91141, 0.67608], [-1.33199, 1.53933, 0.28826], [-2.31750, -0.57269, 0.25149], [1.13746, 0.55433, -0.11440], [-0.87636, -0.10583, -1.67847], [-0.33470, 0.52113, -0.46250], [2.84689, -0.95909, 0.81794], [-1.05253, -0.70559, -0.34963], [1.44814, -0.56868, 0.58687], [-3.12101, -1.40309, 0.25564], [1.84544, 1.44190, -0.49352], [-3.25606, 1.33635, 1.13339], [-1.21759, 2.53216, 0.36784], [-1.74176, 0.31696, -2.17210], [-0.09782, -0.54073, -2.44077], [3.29370, -0.78993, 1.84952], [2.82432, -1.98358, 0.56011], [3.54702, -0.23545, 0.28729], [0.83056, -1.28889, 0.63695]], "mulliken_charge": [-0.44, -0.80, 0.30, 0.06, -0.55, 1.11, -0.86, -0.38, -0.18, -0.49, -0.60, 0.50, 0.58, 0.32, 0.24, 0.23, 0.33, 0.30, 0.33], "lumo_energy_ev": 0.5, "homo_lumo_gap_ev": 10.44, "charge": 0, "spin_multiplicity": 1, "smiles": "CNC(=O)[C@]12C=CC(=O)N1C2"}



{"formula": "C7H8N2O2", "method": "the ωB97M-V functional and the def2-TZVPD basis", "species": ["C", "C", "C", "C", "C", "C", "C", "N", "N", "O", "O", "H", "H", "H", "H", "H", "H", "H", "H"], "xyz": [[-1.29757, 0.04440, 0.95455], [-1.54532, 0.65554, -1.25890], [1.84621, 1.62834, 1.07832], [0.59504, -2.02130, -1.26521], [1.19725, 0.43490, 1.12006], [0.29004, -1.57151, -0.03153], [0.08905, -0.09766, 0.25779], [-2.16534, 0.34797, -0.10991], [-0.23387, 0.55539, -0.97221], [-1.61907, -0.07602, 2.12099], [-2.05163, 0.97244, -2.27204], [2.54946, 1.98663, 1.76418], [1.48254, 2.44365, 0.55522], [0.87989, -3.00675, -1.39336], [0.81886, -1.21865, -1.93014], [1.39380, -0.30441, 1.84641], [0.45659, -2.22130, 0.77182], [-3.15055, 0.43551, 0.16938], [0.46461, 1.01283, -1.40542]], "mulliken_charge": [0.03, 0.27, -0.89, -1.01, -0.48, -0.74, 1.68, -0.04, -0.24, -0.54, -0.60, 0.33, 0.29, 0.38, 0.31, 0.34, 0.48, 0.25, 0.16], "lumo_energy_ev": [0.6, -4.0], "homo_lumo_gap_ev": [5.48, 5.41], "charge": 0, "spin_multiplicity": 3, "s2": 2.015}



{"formula": "C7H8N2O3", "method": "the ωB97M-V functional and the def2-TZVPD basis", "species": ["C", "C", "C", "C", "C", "C", "C", "H", "H", "H", "H", "H", "H", "H", "H", "N", "N", "O", "O", "O"], "xyz": [[-4.63434, -0.18887, 0.04043], [3.63005, -0.39444, -0.58539], [2.24110, -0.13987, -0.07974], [1.32993, -1.04244, 0.31462], [0.06808, -0.34324, 0.74692], [0.40284, 1.10660, 0.53209], [1.65799, 1.20305, 0.05668], [4.37318, 0.09964, 0.04052], [3.76011, 0.00337, -1.60767], [3.85430, -1.47833, -0.60508], [1.46182, -2.12271, 0.32537], [-0.18233, -0.55268, 1.79504], [-0.79574, -0.65440, 0.14501], [-0.29411, 1.93372, 0.74596], [2.18219, 2.12574, -0.19669], [-2.92122, 1.02214, -0.66127], [-2.64874, -0.15260, -0.94099], [-5.66578, -0.53544, 0.50912], [-4.14544, 1.08596, -0.04509], [-3.67387, -0.97522, -0.52986]], "mulliken_charge": [0.60, -1.21, 0.64, -0.68, -0.18, -0.38, -0.66, 0.30, 0.29, 0.29, 0.36, 0.32, 0.17, 0.37, 0.40, 0.07, 0.00, -0.44, -0.14, -0.12], "lumo_energy_ev": -0.1, "homo_lumo_gap_ev": 8.38, "charge": 0, "spin_multiplicity": 1, "smiles": "CC1=CCC=C1.O=c1onno1"}



{"formula": "C7H8N2S", "method": "the ωB97M-V functional and the def2-TZVPD basis", "species": ["C", "C", "C", "C", "C", "C", "C", "N", "N", "S", "H", "H", "H", "H", "H", "H", "H", "H"], "xyz": [[-2.14338, 0.25073, 1.10458], [0.49755, -0.99012, -2.67466], [0.27497, -1.36693, -1.35388], [0.27330, 0.31473, -2.92371], [0.06757, -0.25842, -0.63396], [-0.00287, 0.79887, 2.10069], [-0.83906, -0.18353, 1.34939], [-3.24758, 0.60731, 0.99847], [1.47827, 0.66792, 2.08204], [-0.12434, 1.23572, -1.45369], [0.85416, -1.71451, -3.41450], [0.33397, -2.36607, -1.17794], [0.21084, 0.97403, -3.74493], [-0.32787, 0.88950, 3.15793], [-0.28463, 1.70570, 1.75367], [-0.59519, -1.22400, 1.65996], [1.63123, -0.38705, 2.02505], [1.94307, 1.04612, 1.14548]], "mulliken_charge": [0.28, -0.40, -0.61, -0.46, 0.19, -0.89, -0.10, -0.48, -0.63, -0.02, 0.33, 0.52, 0.43, 0.40, 0.43, 0.37, 0.31, 0.32], "lumo_energy_ev": -0.1, "homo_lumo_gap_ev": 9.24, "charge": 0, "spin_multiplicity": 1}



{"formula": "C7H8N2S", "method": "the ωB97M-V functional and the def2-TZVPD basis", "species": ["C", "C", "C", "C", "C", "C", "C", "N", "N", "S", "H", "H", "H", "H", "H", "H", "H", "H"], "xyz": [[2.73817, -0.71496, 0.09897], [-2.34386, -0.37078, -0.16937], [-1.95017, 0.87342, -0.07182], [-1.32579, -1.46018, -0.43693], [-0.51361, 1.11797, -0.41673], [0.41975, 0.05310, 0.22753], [1.81526, 0.28169, -0.31783], [3.38865, -1.55061, 0.49947], [-0.09255, -1.35190, -0.25565], [0.34267, 0.14871, 2.07102], [-3.30833, -0.62193, -0.01242], [-2.51380, 1.76873, 0.04916], [-1.59911, -2.45727, -0.85454], [-0.31820, 1.04740, -1.52911], [-0.19756, 2.05769, 0.14888], [2.15303, 1.23766, 0.04812], [1.71721, 0.26957, -1.51538], [1.58826, -0.32831, 2.43662]], "mulliken_charge": [0.11, -0.40, -0.54, -0.19, -0.72, 0.50, -0.53, -0.39, -0.49, -0.22, 0.51, 0.42, 0.41, 0.36, 0.38, 0.30, 0.30, 0.19], "lumo_energy_ev": 0.3, "homo_lumo_gap_ev": 9.65, "charge": 0, "spin_multiplicity": 1, "smiles": "N#CC[C@@]1(S)CC=CC=N1"}



{"formula": "C7H8N2S3", "method": "the ωB97M-V functional and the def2-TZVPD basis", "species": ["C", "C", "C", "C", "C", "C", "C", "N", "N", "S", "S", "S", "H", "H", "H", "H", "H", "H", "H", "H"], "xyz": [[2.55380, 1.11474, -0.76491], [2.04066, 0.63816, -2.00161], [1.73260, 1.40289, 0.27504], [0.67407, 0.44743, -2.17010], [0.39757, 1.01655, 0.17787], [-0.12054, 0.62139, -1.06236], [-1.80077, 0.65300, 0.75707], [-0.58966, 1.02364, 1.17138], [-1.83594, -2.42312, 1.15218], [-1.84117, 0.30623, -0.95492], [-3.16502, 0.44027, 1.72576], [-0.07639, -1.91786, 1.09316], [3.52240, 1.20568, -0.58171], [2.71738, 0.70392, -2.82702], [2.01428, 1.73445, 1.17440], [0.36788, -0.25427, -2.94431], [-0.26247, 1.01490, 2.20837], [-2.08814, -3.20495, 0.60507], [-1.74211, -2.87166, 2.02746], [-2.49842, -1.65139, 0.93916]], "mulliken_charge": [-0.50, -0.51, -0.93, -0.44, -0.51, 1.27, -0.23, 0.05, -0.35, -0.08, -0.24, -0.33, 0.52, 0.37, 0.49, 0.30, 0.32, 0.31, 0.33, 0.18], "lumo_energy_ev": [0.4, -2.8], "homo_lumo_gap_ev": [5.55, 4.99], "charge": 0, "spin_multiplicity": 3, "s2": 2.016}



{"formula": "C7H8N3O3S2", "method": "the ωB97M-V functional and the def2-TZVPD basis", "species": ["C", "C", "C", "C", "C", "C", "C", "N", "N", "N", "O", "O", "O", "S", "S", "H", "H", "H", "H", "H", "H", "H", "H"], "xyz": [[0.84987, -1.90102, -0.05307], [0.07865, -2.08362, -1.26223], [0.92744, -0.70576, 0.53148], [-0.74197, -1.12429, -1.69817], [0.30098, 0.49398, -0.11355], [-0.94463, 0.12850, -0.92216], [0.88783, 2.37494, 1.26973], [-1.79156, 2.24851, 2.04296], [-1.17333, 1.26190, 1.53558], [-0.02866, 1.51187, 0.88134], [2.17815, 2.52096, -0.94718], [3.14725, 3.57779, 1.04106], [3.13790, 1.13741, 0.83340], [-2.39522, -0.17051, 0.19594], [2.52286, 2.40325, 0.47164], [1.34983, -2.75991, 0.36929], [0.16130, -3.02225, -1.79231], [1.51086, -0.52905, 1.41957], [-1.37986, -1.27442, -2.55792], [1.04933, 0.96627, -0.77477], [-1.23175, 0.96548, -1.56443], [0.61611, 3.10209, 2.01452], [-2.51157, 1.90075, 2.67437]], "mulliken_charge": [-0.64, -0.11, -0.29, -0.88, -0.68, 0.13, -0.15, -1.00, -0.15, 0.87, -0.68, -0.70, -0.61, -0.27, 1.16, 0.40, 0.37, 0.38, 0.39, 0.32, 0.42, 0.48, 0.24], "lumo_energy_ev": [2.3, 2.9], "homo_lumo_gap_ev": [6.22, 7.34], "charge": -1, "spin_multiplicity": 1}



{"formula": "C7H8N4O", "method": "the ωB97M-V functional and the def2-TZVPD basis", "species": ["C", "C", "C", "C", "C", "C", "C", "N", "N", "N", "N", "O", "H", "H", "H", "H", "H", "H", "H", "H"], "xyz": [[2.86265, -0.60778, -0.74074], [-2.58948, -1.45735, -0.40135], [1.73329, 0.11072, -0.98707], [-1.27022, -1.13495, -0.30328], [1.93625, -0.32341, 1.14965], [-2.53252, 0.49505, 0.42868], [-0.09866, 0.94715, 0.49651], [2.96933, -0.87274, 0.59115], [-3.35893, -0.43159, 0.05547], [1.13836, 0.30374, 0.23716], [-1.23301, 0.12375, 0.24528], [-0.27779, 2.14866, -0.42729], [3.60652, -0.95333, -1.42898], [-3.03537, -2.35887, -0.76721], [1.30563, 0.50800, -1.88319], [-0.38456, -1.68127, -0.55238], [1.70300, -0.34978, 2.19579], [-2.80746, 1.45018, 0.82576], [-0.11426, 1.32386, 1.53068], [0.44724, 2.75994, -0.26465]], "mulliken_charge": [-0.56, -0.56, -0.17, -0.11, 0.01, -0.08, -0.07, -0.63, -0.63, 0.11, 0.16, -0.58, 0.42, 0.40, 0.45, 0.35, 0.37, 0.39, 0.38, 0.33], "lumo_energy_ev": 0.4, "homo_lumo_gap_ev": 9.55, "charge": 0, "spin_multiplicity": 1, "smiles": "OC(n1ccnc1)n1ccnc1"}



{"formula": "C7H8N4O2", "method": "the ωB97M-V functional and the def2-TZVPD basis", "species": ["C", "C", "C", "C", "C", "C", "C", "H", "H", "H", "H", "H", "H", "H", "H", "N", "N", "N", "N", "O", "O"], "xyz": [[3.01855, 0.79609, -0.57062], [1.83998, 0.88968, 0.51829], [0.93795, -1.50288, 0.36031], [-1.02692, -1.09422, -0.08180], [-3.11231, -0.14593, -0.21394], [-1.26513, 1.32682, -0.02335], [-0.46639, 0.12646, -0.03073], [4.40040, -0.41348, 0.28178], [2.50655, 0.76072, -1.50763], [3.84098, 1.55961, -0.49674], [2.37388, 0.53465, 1.49705], [1.36536, 1.88815, 0.45188], [1.86880, -2.06198, 0.78361], [-2.99745, -2.17701, 0.00606], [-4.16558, -0.25380, -0.31918], [0.84844, -0.14921, 0.18096], [-0.17729, -2.14488, 0.19186], [-2.41310, -1.29780, -0.19404], [-2.63789, 1.08899, -0.16701], [3.55893, -0.55710, -0.35135], [-0.81998, 2.47052, 0.28533]], "mulliken_charge": [-0.55, -0.54, 0.00, 0.58, -0.12, 0.42, 0.06, 0.33, 0.33, 0.33, 0.26, 0.38, 0.31, 0.32, 0.38, 0.05, -0.70, -0.09, -0.60, -0.53, -0.63], "lumo_energy_ev": 0.5, "homo_lumo_gap_ev": 9.32, "charge": 0, "spin_multiplicity": 1, "smiles": "O=c1nc[nH]c2ncn(CCO)c12"}



Please write out number 3 again, unchanged.
{"formula": "C7H8N2O2", "method": "the ωB97M-V functional and the def2-TZVPD basis", "species": ["C", "C", "C", "C", "C", "C", "C", "N", "N", "O", "O", "H", "H", "H", "H", "H", "H", "H", "H"], "xyz": [[-1.29757, 0.04440, 0.95455], [-1.54532, 0.65554, -1.25890], [1.84621, 1.62834, 1.07832], [0.59504, -2.02130, -1.26521], [1.19725, 0.43490, 1.12006], [0.29004, -1.57151, -0.03153], [0.08905, -0.09766, 0.25779], [-2.16534, 0.34797, -0.10991], [-0.23387, 0.55539, -0.97221], [-1.61907, -0.07602, 2.12099], [-2.05163, 0.97244, -2.27204], [2.54946, 1.98663, 1.76418], [1.48254, 2.44365, 0.55522], [0.87989, -3.00675, -1.39336], [0.81886, -1.21865, -1.93014], [1.39380, -0.30441, 1.84641], [0.45659, -2.22130, 0.77182], [-3.15055, 0.43551, 0.16938], [0.46461, 1.01283, -1.40542]], "mulliken_charge": [0.03, 0.27, -0.89, -1.01, -0.48, -0.74, 1.68, -0.04, -0.24, -0.54, -0.60, 0.33, 0.29, 0.38, 0.31, 0.34, 0.48, 0.25, 0.16], "lumo_energy_ev": [0.6, -4.0], "homo_lumo_gap_ev": [5.48, 5.41], "charge": 0, "spin_multiplicity": 3, "s2": 2.015}